The following is a quantum chemistry calculation of the molecule C13H17N3O4S, from the OMol25 dataset.

Properties
Orbital gap   8.06 eV
Maximum force   7.3 eV/Å
Charge   0
Molar mass   311.363 g/mol

Last column: Löwdin charge in e.
CARTESIAN COORDINATES (ANGSTROEM)
S (-0.997, -0.315, 1.881)  0.7966
N (-1.966, 0.043, -0.839)  -0.0263
H (0.370, -1.724, -3.550)  0.0813
O (-0.291, 0.986, 1.951)  -0.3128
H (3.284, -1.638, -0.007)  0.0770
C (-3.204, -1.035, 0.554)  -0.5234
N (0.117, -1.573, 1.397)  -0.2180
H (2.451, -3.056, 0.587)  0.0745
H (-0.704, -4.840, 0.598)  0.0946
H (-0.844, -1.899, -2.240)  0.0708
C (-0.461, 1.936, -0.962)  0.0150
C (2.512, -1.952, 0.701)  -0.0782
H (-1.241, -1.106, -3.764)  0.0965
H (0.950, 3.565, -1.039)  0.1086
C (1.197, -1.237, 0.426)  -0.2544
H (0.428, -3.753, -0.211)  0.0572
C (1.441, 1.982, -2.392)  -0.0720
C (-0.069, 0.088, -2.460)  -0.2192
O (-3.861, -0.932, -0.623)  0.1244
H (-1.347, -2.995, 2.145)  0.1127
C (-0.839, 0.651, -1.417)  -0.1532
C (0.683, 2.602, -1.431)  -0.0554
H (-1.040, 2.402, -0.188)  0.1140
H (2.323, 2.501, -2.763)  0.1126
C (-0.493, -3.776, 0.364)  -0.0761
N (-3.008, -0.271, -1.523)  0.1905
H (1.424, -0.166, 0.442)  0.1118
C (-0.367, -2.962, 1.642)  -0.2352
H (1.697, 0.266, -3.666)  0.1177
C (1.091, 0.734, -2.896)  -0.0285
O (-3.604, -1.677, 1.553)  0.0430
H (-1.297, -3.373, -0.213)  0.0545
C (-0.440, -1.244, -3.022)  -0.0386
H (0.875, -1.444, -0.597)  0.0844
O (-1.695, -0.690, 3.133)  -0.2615
H (0.352, -3.407, 2.339)  0.1152
H (2.855, -1.718, 1.716)  0.0855
C (-2.059, -0.375, 0.463)  -0.1858


The following is a quantum chemistry calculation of the molecule C13H17NO5S, from the OMol25 dataset.

Properties
Orbital gap   9.47 eV
Maximum force   0.8 eV/Å
Charge   0
Molar mass   299.348 g/mol
SMILES   C=CCNS(=O)(=O)c1ccc(OCC(=O)OCC)cc1

Last column: Löwdin charge in e.
CARTESIAN COORDINATES (ANGSTROEM)
H (2.450, 2.176, -1.357)  0.1412
C (2.418, 2.131, -0.261)  -0.0834
H (5.889, -1.102, -0.921)  0.0784
H (4.162, -1.295, 0.886)  0.1291
C (5.012, -1.728, -1.065)  -0.0627
C (3.881, -1.259, -0.172)  -0.2140
H (-0.194, -1.061, 1.941)  0.0519
O (1.998, 0.158, 1.084)  0.1369
N (-4.004, -0.972, 0.617)  -0.1313
H (-1.838, -0.284, 2.068)  0.0570
C (-1.231, -1.075, 1.657)  0.0134
C (-0.147, 1.143, -0.977)  0.0055
C (2.614, 0.686, 0.199)  -0.4860
C (-2.465, 1.065, -0.396)  -0.2972
C (-1.412, 0.612, -1.160)  -0.0539
H (-1.075, -2.765, 0.448)  0.0999
H (-0.854, 3.388, 1.447)  0.1242
H (-3.156, -2.219, -0.730)  0.1098
O (3.567, 0.099, -0.517)  0.0046
C (-1.718, -1.984, 0.833)  -0.1611
S (-4.053, 0.251, -0.511)  0.6408
O (1.254, 2.706, 0.268)  -0.0129
H (0.669, 0.772, -1.577)  0.1174
H (2.982, -1.869, -0.308)  0.1289
H (4.715, -1.674, -2.109)  0.0782
O (-5.072, 1.156, -0.071)  -0.2889
H (-3.591, -2.993, 0.797)  0.1239
O (-4.166, -0.375, -1.795)  -0.2873
C (-2.287, 2.071, 0.536)  -0.0595
C (0.054, 2.129, -0.014)  -0.2506
H (-3.141, 2.417, 1.098)  0.1175
C (-1.032, 2.608, 0.724)  0.0216
H (-4.009, -0.636, 1.566)  0.1077
H (-1.593, -0.154, -1.897)  0.1204
H (5.265, -2.755, -0.821)  0.0791
C (-3.139, -2.095, 0.356)  -0.2477
H (3.245, 2.730, 0.134)  0.1493